This record from OMol25 describes C7H8S in the gas phase at a distorted geometry. The level of theory is ωB97M-V with the def2-TZVPD basis set.

The geometry in XYZ format:
```
16
Properties=species:S:1:pos:R:3
S -0.01422 -0.83378 -0.46763
C -2.67730 -0.42673 0.02464
C 1.28221 1.44778 0.27588
C 1.34435 0.06486 0.17036
C -1.02034 1.46950 0.48953
C -1.31412 0.12585 0.11944
C 2.49081 -0.82840 0.42310
C 0.15241 2.29307 0.24739
H -2.91144 -1.21487 0.84982
H -2.52798 -0.99568 -0.89558
H 2.19813 1.82748 0.56944
H -1.92862 1.96996 0.87574
H 3.13126 -0.51664 1.29630
H 3.29830 -0.70796 -0.37745
H 2.05861 -1.87934 0.46190
H -3.46659 0.46454 -0.13015
```

Summary:
calculated total energy: -669.55025 a.u.
energy above the lowest of the compared OMol25 structures with the same formula, charge and spin: 90.5 kcal per mole
HOMO level (spin up / spin down): -0.279 / -0.279 hartree
strongest force on any atom: 0.0766 Eh/bohr

This record from OMol25 describes a molecular structure, C7H9BCrN3O22S2 at a distorted geometry. The level of theory is ωB97M-V with the def2-TZVPD basis set.

The geometry in XYZ format:
```
45
Properties=species:S:1:pos:R:3
Cr -0.79819 -1.11797 0.69694
S -2.16243 -2.69764 3.17726
S -1.61189 -3.08740 -0.93062
O 4.59152 3.90373 -4.00598
O 0.31703 -1.14907 -3.82226
O 0.57478 0.75968 1.51082
O 1.27165 3.08379 -3.38092
O -2.05372 0.54797 0.77073
O -2.22544 -4.21979 -0.27938
O -0.28093 -2.84099 -0.24256
O -2.20475 -2.34920 4.60769
O 0.90974 2.16651 3.10047
O -1.49755 -3.24949 -2.36339
O -1.42932 -1.55285 2.47947
O -3.50446 -2.84245 2.59513
O -1.81255 2.72278 1.40543
O 3.19871 -2.70633 1.55773
O 1.52375 0.74398 -4.02982
O 1.70931 1.27661 -1.78770
O -2.24217 -1.76440 -0.53130
O 3.40204 2.11889 -3.32842
O 1.88440 5.15160 -4.00671
O 0.26973 -0.19409 -0.94246
O -1.37413 -3.93034 2.94907
O 1.15134 -2.03736 1.74035
N -2.51392 1.74853 0.92388
N 0.73192 1.87881 1.93013
N 2.01561 -2.86938 1.81474
C 0.86596 0.26804 -1.87014
C 1.50798 -4.20854 2.23087
C -3.88325 1.97107 0.51767
C 3.55571 3.36439 -3.73289
C 0.86605 2.99326 0.97244
C 2.13740 4.02760 -3.69920
C 0.86111 -0.20784 -3.35996
B 1.97392 1.81395 -3.14655
H 1.92314 3.22573 0.87677
H -3.87129 2.20917 -0.55751
H 0.81010 -4.49774 1.44669
H 0.43518 3.85698 1.47718
H -4.41500 1.02912 0.63406
H 2.33303 -4.91828 2.24793
H 0.27712 2.83799 0.07853
H -4.26041 2.82469 1.07336
H 1.04319 -4.08374 3.20237
```

Summary:
calculated total energy: -3957.43889 a.u.
energy above the lowest of the compared OMol25 structures with the same formula, charge and spin: 0.0 kcal per mole
net charge: -3
expectation value of S²: 6.052
HOMO level (spin up / spin down): 0.047 / 0.012 hartree
strongest force on any atom: 0.0573 Eh/bohr
spin multiplicity: 5